[1]
Density functional theory data (wB97M-V/def2-TZVPD) for a cluster of 2 separate species, C7H9NO2S2 in total in a non-equilibrium geometry.

```
21
Properties=species:S:1:pos:R:3
S -2.316 0.819 -0.987
C -1.330 0.245 0.175
C -0.256 1.017 0.743
C 0.205 2.284 0.403
C 1.272 2.742 1.173
C 1.664 1.865 2.108
S 0.674 0.462 2.169
H -1.356 -0.798 0.467
H -0.371 2.844 -0.357
H 1.683 3.726 1.069
H 2.057 2.045 3.112
N 1.346 -1.547 -0.222
C 0.400 -1.181 -1.143
C -0.583 -1.981 -1.589
O -0.895 -3.093 -0.881
O -1.446 -1.636 -2.559
H 1.157 -2.485 0.260
H 1.665 -0.904 0.410
H 0.463 -0.285 -1.567
H -1.856 -3.123 -0.693
H -2.174 -1.017 -2.090
```

Calculated values
Energy relative to the best compared isomer or geometry (same formula, charge and spin), kJ/mol: 277.7
SMILES: S=Cc1cccs1.NC=C(O)O
HOMO-LUMO gap (alpha / beta), eV: 6.3 / 6.3
Maximum force, eV Å⁻¹: 4.65
Electronic energy, Eh: -1273.65043
Net charge: 0


[2]
Density functional theory data (wB97M-V/def2-TZVPD) for a cluster of 6 separate species, C14H36F6N2O8S2 in total in a non-equilibrium geometry.

```
68
Properties=species:S:1:pos:R:3
N 0.757 0.210 0.074
H 0.713 -0.799 0.111
H -0.132 0.593 -0.213
H 1.509 0.546 -0.511
H 0.907 0.561 1.009
C 3.110 -0.955 2.534
F 3.295 -0.975 1.192
F 2.016 -1.638 2.871
F 4.211 -1.421 3.101
S 2.843 0.928 3.008
O 3.172 1.066 4.407
O 3.795 1.644 2.160
N 1.247 1.102 2.368
S 0.613 1.950 3.435
O 0.220 1.092 4.533
O 1.274 3.252 3.746
C -1.022 2.340 2.556
F -1.871 2.954 3.456
F -0.810 3.199 1.513
F -1.593 1.152 2.111
C -0.624 -4.482 1.064
C 0.423 -3.991 0.057
C 0.099 -4.344 -1.333
O 0.100 -2.617 -0.101
H -0.532 -3.973 2.023
H -0.667 -5.566 1.167
H -1.632 -4.195 0.763
H 1.472 -4.078 0.340
H -0.875 -4.074 -1.743
H 0.323 -5.388 -1.554
H 0.833 -3.937 -2.029
H -0.305 -2.668 -0.970
C -0.588 2.952 -1.993
C -1.860 2.156 -1.897
C -2.579 1.848 -3.235
O -1.479 1.130 -0.999
H -0.106 3.221 -1.053
H -0.725 3.823 -2.634
H 0.178 2.407 -2.546
H -2.548 2.899 -1.494
H -2.075 0.935 -3.553
H -2.370 2.634 -3.961
H -3.648 1.700 -3.081
H -2.320 0.759 -0.721
C -2.900 -1.594 0.665
C -4.256 -1.416 -0.106
C -5.124 -0.585 0.768
O -3.986 -0.615 -1.219
H -2.241 -0.729 0.734
H -2.403 -2.423 0.161
H -3.235 -1.972 1.632
H -4.615 -2.411 -0.368
H -5.938 -0.226 0.138
H -4.538 0.315 0.955
H -5.411 -1.075 1.699
H -4.828 -0.531 -1.673
C 4.938 1.381 -2.226
C 3.815 1.212 -1.140
C 3.261 2.601 -0.722
O 2.758 0.497 -1.705
H 4.459 1.816 -3.103
H 5.280 0.385 -2.506
H 5.735 1.987 -1.796
H 4.129 0.683 -0.240
H 2.834 3.230 -1.503
H 4.005 3.329 -0.399
H 2.401 2.548 -0.055
H 3.108 -0.356 -1.971
```

Calculated values
HOMO-LUMO gap, eV: 9.5
Maximum force, eV Å⁻¹: 6.66
Electronic energy, Eh: -2661.86545
Net charge: 0


[3]
Density functional theory data (wB97M-V/def2-TZVPD) for a cluster of 2 separate species, C4H8Si in total in a non-equilibrium geometry.

```
13
Properties=species:S:1:pos:R:3
C -1.046 -1.238 -2.254
C -0.678 -0.123 -1.532
C 0.978 0.184 1.823
C 0.459 0.562 2.973
Si 0.989 0.765 -1.786
H -2.055 -1.674 -2.136
H -0.451 -1.715 -2.939
H -1.506 0.316 -0.853
H 1.336 -0.822 1.729
H 0.920 0.633 0.885
H 0.130 1.605 3.209
H 0.474 -0.196 3.714
H 0.450 1.702 -2.833
```

Calculated values
Energy relative to the best compared isomer or geometry (same formula, charge and spin), kJ/mol: 324.8
HOMO-LUMO gap, eV: 7.5
Maximum force, eV Å⁻¹: 4.29
Electronic energy, Eh: -446.53262
Net charge: 0


[4]
Density functional theory data (wB97M-V/def2-TZVPD) for a structure of composition C26H42F24K3N4O25S8 in a non-equilibrium geometry.

```
132
Properties=species:S:1:pos:R:3
K 4.817 0.853 -1.465
K 1.659 1.593 5.388
K 1.282 0.551 1.709
C 1.697 -1.337 -3.443
F 0.697 -2.091 -3.857
F 2.685 -2.068 -2.944
F 2.117 -0.567 -4.484
S 0.941 -0.245 -1.939
O -0.482 -0.031 -2.239
O 1.168 -1.009 -0.688
N 2.080 1.032 -1.849
S 1.096 2.233 -1.953
O 0.357 2.383 -3.189
O 0.293 2.422 -0.755
C 2.339 3.770 -2.033
F 1.662 4.947 -2.141
F 3.115 3.815 -0.924
F 3.166 3.626 -3.146
C -2.140 -0.256 2.727
F -1.961 -1.413 2.028
F -1.528 0.723 2.006
F -3.446 -0.028 2.768
S -1.298 -0.356 4.519
O -1.446 0.940 5.077
O -2.003 -1.449 5.186
N 0.348 -0.591 4.086
S 0.710 -2.063 4.542
O 0.744 -2.167 5.983
O -0.004 -3.139 3.889
C 2.482 -2.202 3.815
F 3.150 -1.180 4.221
F 3.063 -3.396 4.170
F 2.517 -2.157 2.416
C 6.218 -1.314 1.585
F 7.001 -0.216 1.712
F 6.199 -1.944 2.767
F 4.954 -1.060 1.372
S 6.860 -2.454 0.272
O 8.346 -2.454 0.339
O 6.230 -3.725 0.640
N 6.343 -1.642 -1.270
S 6.002 -2.931 -2.082
O 7.163 -3.817 -2.347
O 4.749 -3.576 -1.682
C 5.834 -2.039 -3.853
F 6.944 -1.471 -4.151
F 5.421 -2.876 -4.770
F 4.905 -1.058 -3.828
C 4.979 2.595 3.776
F 6.248 2.506 3.308
F 4.495 1.504 4.413
F 4.906 3.718 4.508
S 3.810 2.848 2.287
O 4.273 4.147 1.800
O 4.077 1.765 1.380
N 2.233 2.874 3.048
S 1.822 4.430 2.818
O 2.561 5.454 3.567
O 1.470 4.816 1.466
C -0.028 4.327 3.663
F -0.862 3.867 2.771
F -0.010 3.582 4.761
F -0.258 5.605 3.949
C -4.031 4.446 -5.204
O -3.397 4.275 -3.910
C -3.320 2.959 -3.301
C -2.474 3.211 -2.099
O -3.179 4.071 -1.181
C -2.502 4.047 0.062
C -3.154 5.013 1.121
O -3.296 6.218 0.435
C -3.745 7.167 1.392
H -3.714 3.687 -5.919
H -4.080 5.435 -5.659
H -5.052 4.152 -4.961
H -2.932 2.213 -3.995
H -4.331 2.595 -3.121
H -1.592 3.780 -2.394
H -2.126 2.244 -1.733
H -1.473 4.377 -0.076
H -2.529 3.008 0.390
H -2.628 5.094 2.072
H -4.143 4.626 1.365
H -3.808 8.080 0.800
H -3.062 7.183 2.241
H -4.697 6.940 1.872
C -7.946 2.747 -2.236
O -7.322 1.920 -1.330
C -6.287 2.558 -0.524
C -5.251 1.592 0.051
O -4.758 0.809 -1.044
C -3.667 -0.014 -0.763
C -3.375 -0.813 -2.020
O -4.447 -1.757 -2.281
C -4.137 -2.744 -3.280
H -7.231 3.283 -2.861
H -8.564 3.438 -1.662
H -8.654 2.126 -2.784
H -6.738 3.199 0.234
H -5.728 3.192 -1.212
H -5.685 0.948 0.816
H -4.362 1.942 0.576
H -3.815 -0.725 0.050
H -2.839 0.477 -0.252
H -2.407 -1.270 -1.813
H -3.340 -0.169 -2.899
H -5.047 -3.259 -3.590
H -3.452 -3.514 -2.927
H -3.679 -2.312 -4.170
C 1.670 -8.919 3.092
O 1.832 -7.733 2.253
C 1.798 -6.431 2.856
C 1.104 -5.379 1.969
O 1.526 -5.457 0.613
C 1.010 -4.533 -0.393
C 0.480 -5.260 -1.687
O 1.463 -6.011 -2.330
C 1.919 -5.352 -3.517
H 1.413 -9.780 2.474
H 0.833 -8.708 3.758
H 2.547 -9.142 3.700
H 2.825 -6.081 2.959
H 1.202 -6.567 3.758
H 1.386 -4.382 2.309
H 0.015 -5.428 1.954
H 1.826 -3.872 -0.683
H 0.311 -3.865 0.112
H -0.183 -4.589 -2.232
H -0.140 -6.082 -1.329
H 2.575 -4.510 -3.295
H 1.197 -5.017 -4.262
H 2.628 -5.982 -4.053
```

Calculated values
HOMO-LUMO gap, eV: 7.5
Maximum force, eV Å⁻¹: 5.22
Electronic energy, Eh: -10497.80543
Net charge: -1


[5]
Density functional theory data (wB97M-V/def2-TZVPD) for a cluster of 2 separate species, C5H13N2 in total in a non-equilibrium geometry.

```
20
Properties=species:S:1:pos:R:3
C -0.910 0.606 -1.085
C 0.148 -0.223 -1.600
C -1.076 -0.882 1.466
C 0.968 0.507 2.253
C 0.434 -0.630 1.470
N 0.442 0.557 -0.505
N 0.856 0.269 -2.961
H -1.168 1.527 -1.632
H -1.749 0.042 -0.520
H 0.052 -1.269 -1.564
H -1.472 -1.631 0.698
H -1.130 -1.324 2.533
H -1.785 -0.050 1.271
H 1.999 0.593 2.307
H 0.586 0.322 3.352
H 0.467 1.494 2.102
H 1.277 -1.269 1.245
H 1.448 -0.425 -3.500
H 1.559 1.000 -2.781
H 0.149 0.669 -3.696
```

Calculated values
Energy relative to the best compared isomer or geometry (same formula, charge and spin), kJ/mol: 565.5
HOMO-LUMO gap, eV: 8.8
Maximum force, eV Å⁻¹: 4.68
Electronic energy, Eh: -307.40623
Net charge: +1


[6]
Density functional theory data (wB97M-V/def2-TZVPD) for an isolated molecule of C17H23N5OS in a non-equilibrium geometry.

```
47
Properties=species:S:1:pos:R:3
C 4.586 -1.069 0.576
C 3.264 -0.764 -0.362
C 3.650 -0.036 -1.733
C 4.030 1.430 -1.101
C 2.868 2.180 -0.660
C 2.577 1.331 0.523
C 3.612 1.869 1.851
N 2.318 -0.029 0.615
C 1.287 -0.598 1.457
O 0.611 0.220 1.870
C 1.065 -1.947 1.123
S 0.252 -2.353 -0.494
C -0.157 -1.050 -1.015
N 0.358 -0.043 -1.823
N -0.367 0.978 -1.993
N -1.333 0.953 -0.847
N -1.166 -0.339 -0.288
C -2.103 -0.602 0.832
C -3.365 0.021 0.404
C -4.412 -0.896 -0.012
C -5.709 -0.509 -0.511
C -6.152 0.890 0.035
C -5.129 1.770 0.526
C -3.907 1.268 0.937
H 5.048 -2.051 0.030
H 4.262 -1.499 1.565
H 5.282 -0.069 0.671
H 2.941 -1.732 -0.514
H 4.364 -0.749 -2.031
H 2.626 -0.009 -2.263
H 4.808 1.557 -0.540
H 4.127 1.825 -2.308
H 3.014 3.315 -0.421
H 2.085 2.010 -1.160
H 1.660 1.782 1.045
H 3.662 2.927 1.960
H 4.738 1.714 1.453
H 3.372 1.307 2.658
H 0.452 -2.270 2.002
H 1.959 -2.374 1.343
H -1.984 -1.677 0.917
H -1.660 0.026 1.612
H -4.173 -1.994 -0.256
H -6.331 -1.015 -0.915
H -7.021 0.953 -0.351
H -5.325 2.693 0.691
H -3.131 2.057 0.974
```

Calculated values
Energy relative to the best compared isomer or geometry (same formula, charge and spin), kJ/mol: 1582.6
SMILES: C[C@@H]1CCC[C@H](C)N1C(=O)CSc1nnnn1Cc1ccccc1
HOMO-LUMO gap, eV: 7.8
Maximum force, eV Å⁻¹: 17.19
Electronic energy, Eh: -1408.23451
Net charge: 0


[7]
Density functional theory data (wB97M-V/def2-TZVPD) for a cluster of 2 separate species, C4H9NO in total in a non-equilibrium geometry.

```
15
Properties=species:S:1:pos:R:3
C 2.446 -0.775 0.225
C 2.015 0.687 0.302
C 0.978 1.220 -0.523
C -0.290 0.673 -0.171
N -1.420 0.918 -0.907
O -0.441 -0.016 0.884
H 3.383 -1.019 0.735
H 2.424 -1.076 -0.837
H 1.419 -0.535 0.807
H 2.613 1.410 0.833
H 0.914 1.775 -1.449
H -2.247 0.400 -0.639
H -1.354 1.051 -1.903
H -5.540 -2.276 1.506
H -4.900 -2.438 1.135
```

Calculated values
Energy relative to the best compared isomer or geometry (same formula, charge and spin), kJ/mol: 578.6
SMILES: C/C=C\C(N)=O.[H][H]
HOMO-LUMO gap, eV: 6.9
Maximum force, eV Å⁻¹: 4.20
Electronic energy, Eh: -287.61207
Net charge: 0


[8]
Density functional theory data (wB97M-V/def2-TZVPD) for an isolated molecule of C3H9NO3 in a non-equilibrium geometry.

```
16
Properties=species:S:1:pos:R:3
C 2.164 0.263 0.042
O 1.081 -0.147 0.849
C -0.280 0.518 0.530
N -0.319 1.267 -0.692
C -1.086 -0.779 0.495
O -2.503 -0.294 0.306
O -0.774 -1.569 -0.624
H 2.097 -0.202 -0.949
H 3.096 -0.054 0.521
H 2.216 1.354 -0.066
H -0.535 1.140 1.388
H -0.290 0.640 -1.493
H -1.184 1.803 -0.727
H -1.062 -1.353 1.420
H -2.703 -0.605 -0.591
H 0.083 -1.982 -0.408
```

Calculated values
Energy relative to the best compared isomer or geometry (same formula, charge and spin), kJ/mol: 206.1
SMILES: CO[C@@H](N)C(O)O
HOMO-LUMO gap, eV: 10.4
Maximum force, eV Å⁻¹: 3.37
Electronic energy, Eh: -400.14298
Net charge: 0